The following is a DFT calculation (the ωB97M-V functional and the def2-TZVPD basis) of a molecular structure, C3H3O2Tl in a non-equilibrium geometry.

Each line ends with the Löwdin charge.
Element x y z (Å)
O  0.62346  1.16679  0.53520  0.0505
Tl  2.90667  -2.72389  -0.83100  1.0972
O  1.64627  -0.68628  -0.19585  -0.2015
C  0.83716  -0.13216  0.49284  -0.2948
C  -0.74400  1.27895  0.19465  -0.0384
C  -1.12134  -0.00899  -0.20548  0.0513
H  -1.28375  1.97059  0.83867  0.1357
H  -1.04149  -0.30597  -1.25520  0.1037
H  -1.82298  -0.55905  0.42616  0.0964

Values from the calculation:
* multiplicity: 2
* HOMO (spin up / spin down): -12.9 / -13.3 eV
* net charge: +1
* LUMO level (spin up / spin down): -0.171 / -0.189 Eh
* gap between HOMO and LUMO (spin up / spin down): 8.20 / 8.14 eV
* relative energy (zero: lowest compared OMol25 entry of this formula, charge and spin): 1.994 eV


The following is a DFT calculation (the ωB97M-V functional and the def2-TZVPD basis) of a single C4H8O2 molecule in a non-equilibrium geometry.

Each line ends with the Löwdin charge.
Element x y z (Å)
O  2.07133  -0.13639  0.48399  -0.0069
C  0.99164  0.00802  -0.37043  -0.3279
C  -0.00761  1.20340  -0.13832  -0.1213
C  -1.19480  0.29855  -0.37067  -0.1139
C  -0.25074  -0.88538  -0.19277  -0.3585
O  -0.10071  -1.36753  1.09978  -0.0178
H  1.67356  -0.20036  1.36904  0.0972
H  1.39383  -0.09162  -1.38528  0.1527
H  0.30018  1.93382  -0.91737  0.1102
H  0.02208  1.80758  0.76343  0.1095
H  -1.57069  0.34052  -1.39574  0.1138
H  -2.03061  0.35982  0.32844  0.1121
H  -0.36073  -1.72791  -0.87782  0.1394
H  -0.90933  -1.54926  1.59595  0.1116

Values from the calculation:
* SMILES: O[C@@H]1CC[C@@H]1O
* HOMO: -9.3 eV
* LUMO level: 0.031 Eh
* gap between HOMO and LUMO: 10.16 eV
* relative energy (zero: lowest compared OMol25 entry of this formula, charge and spin): 2.076 eV


The evaluated calculated total energy for the records listed, in turn: -11936.910 -8371.206 eV.